Entry from the Open Molecules 2025 dataset: an isolated ion of composition CH6N3O and charge +1 at a distorted geometry (ωB97M-V/def2-TZVPD).

Properties
SMILES: NC(N)=[NH+]O
Lowest unoccupied orbital energy (eV): -3.782
Frontier orbital gap (eV): 11.64
E_HOMO (hartree): -0.5666

ORCA input file:
```
! wB97M-V def2-TZVPD RIJCOSX def2/J DEFGRID3
* xyz 1 1
C -0.056 0.019 -0.162
N -1.595 0.077 -0.170
N 0.502 1.042 -0.776
N 0.589 -0.816 0.646
O 1.908 -0.712 1.041
H -2.091 0.482 -0.923
H -2.058 -0.694 0.438
H 0.047 1.426 -1.606
H 1.372 1.577 -0.668
H 0.149 -1.643 1.057
H 2.450 -1.283 0.501
*
```


Entry from the Open Molecules 2025 dataset: CH6N3O as an isolated structure at a distorted geometry (ωB97M-V/def2-TZVPD).

Properties
Lowest unoccupied orbital energy (alpha / beta) (eV): -6.470 / -6.474
Frontier orbital gap (alpha / beta) (eV): 8.89 / 8.89
E_HOMO (alpha / beta) (hartree): -0.5646 / -0.5645

ORCA input file:
```
! wB97M-V def2-TZVPD RIJCOSX def2/J DEFGRID3
* xyz 1 1
C -0.394 0.295 0.048
N 0.913 -0.400 -0.089
N -0.444 1.173 1.024
N -1.388 -0.060 -0.724
O 2.136 -1.407 -1.000
H 1.645 0.110 0.394
H -1.339 1.509 1.354
H 0.369 1.385 1.584
H -2.303 0.359 -0.647
H -1.249 -0.741 -1.459
H 2.054 -2.223 -0.485
*
```


Entry from the Open Molecules 2025 dataset: a 2-piece molecular cluster, CH6N3O overall at a distorted geometry (ωB97M-V/def2-TZVPD).

Properties
Lowest unoccupied orbital energy (alpha / beta) (eV): -6.527 / -7.753
Frontier orbital gap (alpha / beta) (eV): 8.75 / 7.42
E_HOMO (alpha / beta) (hartree): -0.5613 / -0.5578

ORCA input file:
```
! wB97M-V def2-TZVPD RIJCOSX def2/J DEFGRID3
* xyz 1 1
C 1.120 0.441 0.143
N -0.251 -1.495 0.101
N -1.242 0.666 0.056
N -0.231 -0.100 0.164
O -2.359 0.315 0.124
H 1.109 1.495 0.150
H 1.588 -0.016 -0.910
H 1.770 -0.078 0.853
H 0.647 -1.812 -0.296
H -1.042 -1.919 -0.424
H -1.110 2.503 0.040
*
```


Entry from the Open Molecules 2025 dataset: an isolated ion of composition CH6N3OS and charge +1 at a distorted geometry (ωB97M-V/def2-TZVPD).

Properties
SMILES: NS/[NH+]=C(/N)O
Lowest unoccupied orbital energy (eV): -3.442
Frontier orbital gap (eV): 9.71
E_HOMO (hartree): -0.4831

ORCA input file:
```
! wB97M-V def2-TZVPD RIJCOSX def2/J DEFGRID3
* xyz 1 1
C -0.387 0.761 0.809
N 0.246 1.938 1.172
N 0.619 -2.120 -1.709
N 0.168 -0.055 -0.121
O -1.485 0.324 1.394
S -0.570 -1.595 -0.665
H 1.109 2.261 0.654
H 0.004 2.507 2.006
H 1.096 -3.014 -1.383
H 0.420 -1.974 -2.699
H 1.060 0.056 -0.699
H -2.279 0.908 1.240
*
```


| no. | E (eV) | molar mass (u) |
| --- | --- | --- |
| 1 | -7643.33983 | 76.1 |
| 2 | -7641.66906 | 76.1 |
| 3 | -7637.46186 | 76.1 |
| 4 | -18480.12866 | 108.1 |